[1]
The following is a DFT calculation (wB97M-V/def2-TZVPD) of a cluster of 4 separate species, C16H21N2O11PS in total at a distorted geometry.

XYZ file:
```
52
Properties=species:S:1:pos:R:3:forces:R:3
N -0.888309 -0.990407 -5.392626 4.058 -0.415 4.298
C -0.030505 -1.044796 -4.549983 -1.200 0.999 -2.418
C 1.235884 -0.891538 -3.561441 -1.239 -0.108 0.023
C 0.871118 -1.389059 -2.037315 -0.611 -0.461 -1.656
C -0.039116 -2.692060 -2.109241 -0.301 -4.189 -1.173
N -0.510204 -3.796149 -2.314299 2.279 6.496 1.331
C 2.263079 -1.532432 -1.249634 -0.019 0.826 0.421
C 2.368248 -2.711299 -0.183217 1.011 1.557 1.381
O 2.393435 -4.068547 -0.677038 0.815 0.684 -2.217
C 3.022311 -4.214172 -1.943948 -3.556 -2.177 -2.401
O 2.400919 -4.865298 -2.840946 3.402 2.798 3.974
P -0.261914 0.003568 -1.324894 -0.876 -0.804 1.243
S -0.331866 0.028220 0.615815 0.357 0.004 -0.334
H 2.150710 -1.465062 -3.945882 -1.644 0.755 0.301
H 1.496747 0.235380 -3.446350 -0.409 -1.953 -0.584
H 2.387541 -0.543554 -0.650601 -0.255 -1.888 -0.969
H 3.128293 -1.490315 -2.026684 -1.495 -0.410 1.349
H 3.352113 -2.546530 0.419325 -1.543 -0.058 -1.065
H 1.522885 -2.572189 0.602402 1.244 -0.621 -1.628
H 4.030989 -3.709148 -2.139915 -1.271 -0.641 0.621
H -1.593836 -0.343846 -1.792169 1.145 0.315 -0.392
H 0.039644 1.290268 -1.905494 0.120 -0.956 -0.174
C 4.018409 0.736663 2.452544 0.200 -0.572 0.803
C 4.201948 2.221412 2.399896 0.184 0.615 0.820
O 4.125222 2.504949 1.009244 -0.379 -0.616 -0.601
C 3.421309 1.494136 0.434362 -0.308 0.228 -0.557
O 3.026410 1.502958 -0.702923 0.329 0.008 0.868
O 3.218359 0.472545 1.309144 0.107 0.545 -0.683
H 3.513850 0.410782 3.363605 -0.112 -0.028 -0.245
H 4.963566 0.193732 2.355838 -0.045 0.042 -0.042
H 3.401919 2.760605 2.915515 0.007 -0.100 -0.069
H 5.163236 2.537301 2.808780 -0.071 0.051 -0.246
C -2.518020 3.936786 3.382994 -0.586 0.651 0.068
C -2.397220 2.985306 2.232798 -0.802 -0.293 -0.469
O -1.035985 2.583916 2.289787 0.561 0.345 0.920
C -0.616678 2.771067 3.569452 0.787 -0.402 0.092
O 0.433427 2.377045 4.003736 -0.827 0.384 -0.343
O -1.539403 3.460893 4.296499 0.545 -0.408 -0.205
H -3.511544 3.921433 3.834343 0.205 -0.044 0.115
H -2.270377 4.965728 3.104080 0.026 -0.042 0.051
H -3.031393 2.102408 2.350231 0.256 0.295 -0.033
H -2.623084 3.458385 1.275453 0.187 -0.151 0.029
C -5.755752 -1.024002 -1.046658 -0.696 -0.289 -0.556
C -4.309735 -1.402241 -1.135001 0.378 -0.722 -0.530
O -3.662628 -0.375403 -0.395718 -0.580 0.465 0.479
C -4.585444 0.137667 0.465930 0.284 0.636 0.817
O -4.333087 0.908118 1.354611 -0.492 -0.968 -1.069
O -5.832144 -0.334703 0.192623 0.674 0.277 0.281
H -6.415099 -1.893536 -1.048688 0.001 0.179 0.164
H -6.060887 -0.344718 -1.848199 0.036 -0.023 0.061
H -4.098762 -2.365390 -0.661074 0.002 0.085 -0.018
H -3.947711 -1.427165 -2.164552 0.113 0.097 0.166
```
Positions in Å, forces in eV/Å.

As for the orbital gap: 0.33818 Ha. The LUMO energy comes out at 0.39 eV. As for the electronic energy: -62555.5495 eV. The SMILES is N#CC[C@@](C#N)(CCOC=O)[PH2]=S.O=C1OCCO1.O=C1OCCO1.O=C1OCCO1.


[2]
The following is a DFT calculation (wB97M-V/def2-TZVPD) of a structure of composition C15H32N6O7Ti at a distorted geometry.

XYZ file:
```
61
Properties=species:S:1:pos:R:3:forces:R:3
O -0.135175 -1.009466 -4.555821 0.015 -0.534 -1.434
H -0.591028 -1.045689 -5.415227 0.423 -0.006 0.238
Ti 0.027741 0.281435 -1.215456 -0.164 -1.497 -2.511
N 1.426720 -1.193968 -1.821534 0.451 -1.466 0.448
N -0.849998 -1.594621 -0.616664 -0.214 -1.460 0.843
N 0.424282 2.267507 -1.286885 -1.391 3.743 0.886
N -1.506034 1.161680 -0.034255 -0.896 2.757 1.374
O 2.659742 -1.078765 -2.057283 -1.507 0.294 0.006
O 1.500890 2.892755 -1.915077 -0.514 -1.000 0.251
O -2.382389 0.569066 0.838728 0.935 -0.250 -1.380
O -1.748126 -1.800418 0.314673 0.831 0.281 -1.501
C -0.364814 -2.687213 -1.281768 0.180 1.262 -0.129
C 0.851391 -2.447240 -1.983856 0.017 0.724 -0.065
C -0.397889 3.119611 -0.635463 2.954 -1.655 -1.972
C -1.497887 2.505257 0.030006 -0.733 -3.246 0.775
C 1.576865 -3.379163 -2.868524 0.238 -0.382 0.187
H 1.425407 -3.045844 -3.905658 0.110 0.038 0.205
H 1.205327 -4.393763 -2.777886 0.049 -0.072 -0.035
H 2.650727 -3.343866 -2.626461 -0.394 -0.060 -0.239
C -1.054288 -4.002614 -1.207889 0.145 -0.437 0.201
H -1.983222 -3.997052 -1.796893 0.213 0.129 0.184
H -1.320501 -4.225827 -0.163256 0.038 0.072 -0.366
H -0.409428 -4.802466 -1.598146 -0.298 0.292 0.197
C -0.061488 4.554006 -0.559360 -0.398 0.545 -0.138
C -2.439138 3.261692 0.893223 -0.078 0.184 0.059
H 0.559250 4.828959 -1.422206 -0.245 0.036 0.407
H 0.485258 4.787928 0.370583 -0.097 -0.173 -0.319
H -0.991045 5.134034 -0.541791 0.256 0.044 -0.031
H -3.050911 2.580918 1.485550 0.115 0.156 -0.127
H -3.096517 3.882147 0.274145 0.073 0.004 0.142
H -1.864731 3.913425 1.561488 -0.237 0.033 -0.122
H 1.749089 2.203082 -2.583096 0.104 0.266 0.461
H -2.196804 -0.450104 0.652462 -0.269 0.339 0.299
C -1.299603 0.091929 -2.796693 -0.745 1.685 4.308
H -0.893490 -0.606938 -3.807215 1.133 -0.626 -0.378
H -1.397002 1.111106 -3.183286 -0.016 0.052 -0.321
H -2.285267 -0.281662 -2.499998 -0.106 -0.034 -0.158
O 1.262492 0.878156 -3.593550 -0.506 0.403 -1.551
H 0.751057 0.128647 -4.154736 0.536 0.288 0.760
H 1.176084 1.633523 -4.227758 0.042 -0.747 0.697
C 1.693099 -2.294065 1.593511 -0.017 -0.488 -0.615
N 1.048587 -1.310061 2.439012 0.232 0.444 -0.771
C 0.816049 -1.725831 3.804369 -0.210 -0.270 0.330
C 0.327525 -0.598125 4.680645 0.183 0.199 0.997
C -0.440011 0.440503 3.904386 -0.226 -0.333 0.007
N 0.355466 0.864428 2.774684 0.033 0.365 -0.824
C 0.518154 2.294358 2.556956 0.064 0.180 0.001
C 0.820210 -0.086330 1.924937 -0.303 -0.210 -0.088
O 1.016574 0.116725 0.679057 0.117 0.337 0.670
H 2.500103 -1.847777 0.999664 -0.207 -0.060 0.207
H 0.975209 -2.754460 0.900418 0.218 0.040 0.256
H 2.108249 -3.075301 2.235388 -0.058 0.141 -0.145
H 0.085837 -2.547300 3.801519 0.129 0.119 -0.149
H 1.754019 -2.130936 4.199704 -0.156 0.031 0.002
H 1.190625 -0.116829 5.154696 -0.169 0.007 -0.027
H -0.302965 -1.005079 5.478261 0.179 0.062 -0.062
H -0.655161 1.326869 4.499531 -0.015 -0.179 0.123
H -1.393633 0.023033 3.543008 0.122 0.169 0.072
H -0.410630 2.808046 2.840376 0.244 -0.143 -0.145
H 1.329888 2.696887 3.190357 -0.274 -0.183 -0.243
H 0.747276 2.521070 1.512376 0.062 -0.210 0.254
```
Positions in Å, forces in eV/Å.

The spin multiplicity is 2. The net charge is +1. As for the orbital gap (alpha / beta): 0.22255 / 0.22713 Ha. The LUMO energy (alpha / beta) comes out at -4.40 / -4.38 eV. As for the electronic energy: -62450.1035 eV.


no.,molecular weight (g mol⁻¹)
1,480.39
2,456.32